{"formula": "C5H11NO4S", "method": "ωB97M-V/def2-TZVPD", "molar_mass_da": 181.2, "total_charge": 0, "max_force_ha_per_bohr": 0.0824, "total_energy_ha": -950.93090, "homo_lumo_gap_ha": 0.388, "smiles": "CCCS(=O)(=O)O[C@H](N)C=O", "e_lumo_ev": 0.71, "species": ["C", "C", "C", "C", "C", "N", "O", "O", "O", "O", "S", "H", "H", "H", "H", "H", "H", "H", "H", "H", "H", "H"], "positions_angstrom": [[-3.794, 0.903, 0.057], [3.820, 0.892, 0.030], [2.544, 0.101, 0.125], [1.153, 0.665, -0.184], [-2.673, -0.473, 0.077], [-3.039, -1.636, -0.674], [-3.411, 1.989, -0.209], [-0.171, -0.668, 1.685], [0.190, -1.752, -0.456], [-1.428, 0.187, -0.281], [-0.025, -0.524, 0.261], [-4.741, 0.520, 0.422], [4.124, 1.216, -0.905], [3.993, 1.752, 0.779], [4.586, 0.239, 0.422], [2.381, -0.149, 1.235], [2.605, -0.918, -0.387], [1.042, 1.463, 0.602], [1.042, 0.898, -1.308], [-2.550, -0.778, 1.086], [-3.103, -1.446, -1.630], [-2.546, -2.479, -0.746]]}